[1]
Formula: C3H6INOS
Source: OMol25
Level of theory: ωB97M-V/def2-TZVPD

XYZ file:
```
13
C3H6INOS, DFT ωB97M-V/def2-TZVPD
C 1.799 0.924 -0.786
C -1.441 -1.141 2.289
C 2.689 0.950 -1.792
N -1.454 -1.416 1.045
O -2.405 -1.292 -1.155
S -1.589 -0.492 -0.212
I -3.029 1.348 0.611
H 0.752 1.195 -1.211
H 1.745 0.450 0.210
H -1.077 -2.018 2.898
H -2.077 -0.484 2.727
H 2.397 1.408 -2.787
H 3.690 0.568 -1.838
```

Calculated values
Spin multiplicity   1
Energy relative to the best compared isomer or geometry (same formula, charge and spin)   337.75 kJ/mol
Highest occupied orbital energy   -0.3532 Eh
HOMO-LUMO gap   0.3118 Ha
E_LUMO   -1.1 eV

[2]
Formula: C28H28Cl9N5
Source: OMol25
Level of theory: ωB97M-V/def2-TZVPD

XYZ file:
```
70
C28H28Cl9N5, DFT ωB97M-V/def2-TZVPD
Cl -1.246 3.024 4.847
C -0.299 2.815 6.300
Cl -1.325 2.321 7.653
Cl 0.391 4.396 6.661
H 0.462 2.081 6.038
Cl 1.220 -6.109 -2.586
C -0.506 -6.300 -2.862
Cl -1.090 -7.749 -2.078
Cl -0.808 -6.231 -4.562
H -1.012 -5.466 -2.376
Cl -0.075 -2.956 1.879
C 1.091 -1.675 1.342
Cl 2.069 -0.896 2.609
Cl 0.142 -0.402 0.536
H 1.720 -2.153 0.591
C 6.896 2.039 -2.347
C 5.772 1.817 -3.157
C 5.086 0.605 -3.077
N 5.434 -0.401 -2.265
C 6.547 -0.219 -1.439
C 7.311 0.966 -1.525
H 7.564 2.883 -2.444
H 5.464 2.477 -3.955
H 4.210 0.486 -3.696
H 6.838 -0.872 -0.630
H 8.140 1.185 -0.867
C -2.009 1.255 -7.983
C -2.138 0.307 -6.971
C -1.462 0.527 -5.778
N -0.600 1.557 -5.647
C -0.436 2.457 -6.649
C -1.231 2.390 -7.810
H -2.603 1.232 -8.885
H -2.711 -0.602 -7.074
H -1.677 -0.041 -4.885
H 0.226 3.279 -6.420
H -1.135 3.114 -8.607
C -7.622 -1.915 -3.311
C -7.045 -1.260 -2.249
C -5.863 -1.796 -1.715
N -5.388 -3.035 -2.099
C -5.955 -3.684 -3.193
C -7.049 -3.135 -3.847
H -8.553 -1.581 -3.744
H -7.451 -0.296 -1.981
H -5.188 -1.323 -1.017
H -5.538 -4.615 -3.550
H -7.502 -3.625 -4.696
C 0.540 7.538 1.452
C -0.273 8.412 0.768
C -0.878 8.000 -0.448
N -0.587 6.789 -1.018
C 0.294 5.983 -0.348
C 0.824 6.307 0.881
H 1.014 7.840 2.374
H -0.559 9.369 1.177
H -1.592 8.563 -1.030
H 0.575 5.089 -0.886
H 1.432 5.624 1.456
C 0.853 -4.527 8.805
C 2.194 -4.256 8.573
C 3.107 -4.783 9.474
N 2.802 -5.561 10.602
C 1.442 -5.650 10.814
C 0.492 -5.282 9.867
H 0.073 -4.217 8.125
H 2.398 -3.666 7.691
H 4.174 -4.676 9.344
H 1.115 -6.191 11.690
H -0.503 -5.580 10.161
```

Calculated values
Spin multiplicity   1
Energy relative to the best compared isomer or geometry (same formula, charge and spin)   211.00 kJ/mol
SMILES   ClC(Cl)Cl.ClC(Cl)Cl.ClC(Cl)Cl.c1ccncc1.c1ccncc1.c1ccncc1.c1ccncc1.c1ccncc1
Highest occupied orbital energy   -0.3510 Eh
HOMO-LUMO gap   0.3579 Ha
E_LUMO   0.2 eV

[3]
Formula: C14H22N2O4RuSTe
Source: OMol25
Level of theory: ωB97M-V/def2-TZVPD

XYZ file:
```
45
C14H22N2O4RuSTe, DFT ωB97M-V/def2-TZVPD
Ru 0.853 0.975 -1.567
O 0.381 2.884 -1.190
S 1.360 3.128 -2.368
O 1.428 4.400 -2.936
O 0.828 1.927 -3.240
O 2.574 2.408 -1.861
C 1.678 -0.238 1.860
Te 2.784 0.484 0.175
C 2.865 2.318 1.254
C 2.757 1.871 2.690
C 3.208 2.689 3.719
C 3.075 2.277 5.035
C 2.506 1.044 5.328
C 2.067 0.220 4.306
C 2.186 0.636 2.985
H 1.916 -1.292 1.993
H 0.611 -0.126 1.670
H 2.038 2.935 0.905
H 3.807 2.803 1.008
H 3.664 3.645 3.493
H 3.429 2.914 5.833
H 2.417 0.717 6.355
H 1.639 -0.748 4.536
C -3.977 0.008 -2.092
C -3.360 -0.985 -1.118
N -2.181 -1.670 -1.709
C -2.453 -2.977 -2.365
C -2.961 -4.026 -1.389
C -1.020 -1.104 -1.737
C 0.187 -1.723 -2.386
N -0.777 0.126 -1.191
H -4.841 0.477 -1.625
H -4.318 -0.492 -2.998
H -3.280 0.797 -2.382
H -4.070 -1.765 -0.859
H -3.062 -0.525 -0.176
H -1.537 -3.320 -2.834
H -3.176 -2.779 -3.158
H -2.310 -4.112 -0.519
H -2.965 -4.988 -1.900
H -3.979 -3.838 -1.054
H 0.026 -1.890 -3.451
H 0.462 -2.666 -1.913
H 1.080 -1.071 -2.320
H -1.557 0.651 -0.809
```

Calculated values
Spin multiplicity   1
Energy relative to the best compared isomer or geometry (same formula, charge and spin)   13.05 kJ/mol
Highest occupied orbital energy (alpha / beta)   -0.5437 / -0.5437 Eh
Total charge   +2
HOMO-LUMO gap (alpha / beta)   0.1961 / 0.1961 Ha
E_LUMO (alpha / beta)   -9.5 / -9.5 eV

[4]
Formula: C31H41ClIrN3O5PS2
Source: OMol25
Level of theory: ωB97M-V/def2-TZVPD

XYZ file:
```
85
C31H41ClIrN3O5PS2, DFT ωB97M-V/def2-TZVPD
Ir -0.759 0.656 -0.023
Cl -1.053 -1.626 -1.162
C 0.434 -2.521 -1.182
C 0.442 -3.735 -1.853
C 1.583 -4.519 -1.828
C 2.697 -4.091 -1.128
C 2.684 -2.870 -0.479
C 1.559 -2.048 -0.509
P 1.534 -0.420 0.358
C 1.848 -0.974 2.054
C 2.763 -0.348 2.897
C 2.908 -0.787 4.203
C 2.136 -1.836 4.680
C 1.227 -2.466 3.839
C 1.073 -2.030 2.539
C 2.995 0.531 -0.174
C 2.777 1.802 -0.704
C 3.846 2.597 -1.080
C 5.141 2.120 -0.960
C 5.361 0.856 -0.436
C 4.303 0.069 -0.020
H -0.445 -4.066 -2.367
H 1.595 -5.470 -2.334
H 3.580 -4.709 -1.076
H 3.556 -2.567 0.075
H 3.376 0.460 2.527
H 3.629 -0.309 4.849
H 2.256 -2.174 5.698
H 0.650 -3.303 4.198
H 0.367 -2.516 1.879
H 1.771 2.185 -0.789
H 3.667 3.594 -1.451
H 5.973 2.738 -1.257
H 6.370 0.491 -0.333
H 4.512 -0.882 0.440
O -2.078 4.309 -1.001
S -1.716 2.905 -0.978
O -2.388 2.117 0.134
O -0.224 2.716 -0.680
O -1.430 1.117 -2.257
C -3.936 -1.083 4.521
C -3.639 -1.700 3.160
N -2.655 -0.899 2.458
C -1.824 -0.027 3.051
N -1.023 0.687 2.265
C -0.331 1.840 2.774
C -0.758 2.214 4.187
C -0.819 0.939 5.012
N -1.781 0.054 4.390
C -2.624 -0.773 5.228
H -4.526 -1.771 5.123
H -4.510 -0.163 4.400
H -4.547 -1.756 2.559
H -3.253 -2.719 3.284
H -2.741 -0.798 1.456
H -0.521 2.674 2.088
H 0.747 1.631 2.726
H -1.745 2.681 4.172
H -0.056 2.924 4.613
H -1.150 1.156 6.028
H 0.166 0.457 5.063
H -2.818 -0.232 6.157
H -2.100 -1.700 5.489
C -4.360 1.795 -4.202
C -3.197 2.777 -4.126
C -1.897 2.188 -4.649
S -1.335 0.746 -3.694
O -2.045 -0.456 -4.008
C 0.449 0.533 -4.072
C 0.649 -0.625 -5.036
C -0.003 -0.363 -6.391
H -5.257 2.250 -3.790
H -4.139 0.889 -3.643
H -4.568 1.520 -5.234
H -3.051 3.114 -3.094
H -3.433 3.652 -4.738
H -1.080 2.901 -4.567
H -2.001 1.832 -5.672
H 0.960 0.384 -3.122
H 0.783 1.472 -4.505
H 0.214 -1.526 -4.598
H 1.723 -0.786 -5.167
H -1.086 -0.338 -6.298
H 0.250 -1.164 -7.081
H 0.344 0.574 -6.820
```

Calculated values
Spin multiplicity   2
Highest occupied orbital energy (alpha / beta)   -0.5215 / -0.5216 Eh
Total charge   +2
HOMO-LUMO gap (alpha / beta)   0.2361 / 0.2367 Ha
E_LUMO (alpha / beta)   -7.8 / -7.8 eV

[5]
Formula: C4H7FO
Source: OMol25
Level of theory: ωB97M-V/def2-TZVPD

XYZ file:
```
13
C4H7FO, DFT ωB97M-V/def2-TZVPD
O -2.751 -0.484 -0.151
C -1.639 0.299 0.391
C -0.257 -0.132 -0.032
C 0.844 0.640 -0.049
C 2.069 -0.073 -0.500
F 2.862 -0.474 0.624
H -2.884 -1.187 0.478
H -1.693 0.346 1.449
H -1.865 1.250 -0.067
H -0.146 -1.168 -0.211
H 0.887 1.674 0.268
H 2.803 0.367 -1.243
H 1.769 -1.059 -0.956
```

Calculated values
Spin multiplicity   1
Energy relative to the best compared isomer or geometry (same formula, charge and spin)   130.76 kJ/mol
SMILES   OC/C=C/CF
Highest occupied orbital energy   -0.3739 Eh
HOMO-LUMO gap   0.4056 Ha
E_LUMO   0.9 eV

[6]
Formula: C6H12
Source: OMol25
Level of theory: ωB97M-V/def2-TZVPD

XYZ file:
```
18
C6H12, DFT ωB97M-V/def2-TZVPD
C -1.788 0.568 0.979
C -1.344 -0.760 0.368
C 0.156 -1.062 0.513
C 0.971 -0.474 -0.636
C 2.120 0.486 -0.531
C 0.831 0.924 -1.179
H -1.204 1.400 0.579
H -1.671 0.581 2.069
H -2.839 0.770 0.749
H -1.947 -1.572 0.792
H -1.566 -0.741 -0.706
H 0.299 -2.152 0.501
H 0.532 -0.729 1.490
H 1.118 -1.188 -1.447
H 2.316 0.967 0.425
H 3.022 0.272 -1.099
H 0.725 1.050 -2.254
H 0.271 1.661 -0.613
```

Calculated values
Spin multiplicity   1
Energy relative to the best compared isomer or geometry (same formula, charge and spin)   123.40 kJ/mol
SMILES   CCCC1CC1
Highest occupied orbital energy   -0.3726 Eh
HOMO-LUMO gap   0.4213 Ha
E_LUMO   1.3 eV